Record 1
This record from the Open Molecules 2025 dataset describes a 3-piece molecular cluster, C24H38F6N5O7 overall. The level of theory is ωB97M-V with the def2-TZVPD basis set.

```
! RIJCOSX wB97M-V def2-TZVPD def2/J DEFGRID3
* xyz 1 1
C 5.6052 0.9799 1.8407
C 5.3984 0.6557 0.3961
O 6.0786 1.1711 -0.4461
O 4.3887 -0.2206 0.0666
C 3.3265 0.5764 -0.4840
C 2.0825 -0.2726 -0.7512
C 2.0554 -1.5761 0.0360
C 0.7904 -2.4344 -0.1517
C -0.4353 -1.6859 -0.6595
C -1.6592 -2.5782 -0.7150
N -2.8758 -1.7857 -0.9850
O -3.4481 -1.8042 -2.2613
C -2.5378 -1.7076 -3.2017
N -1.7966 -1.9110 -4.0587
C -3.4825 -1.0838 -0.0607
N -2.9838 -1.0581 1.2357
C -3.2243 0.4061 1.5243
N -2.9204 0.6384 2.8766
C -1.6984 0.7525 3.2694
C -0.7876 1.8724 2.8216
C -1.1212 -0.2490 4.2012
C -4.6843 0.4642 1.0903
N -4.5978 -0.3250 -0.2001
C -4.6623 0.6222 -1.3580
H 5.2059 0.2109 2.4940
H 5.1431 1.9397 2.0522
H 6.6658 1.0881 2.0275
H 3.0582 1.3520 0.2376
H 3.6377 1.0841 -1.3922
H 1.2223 0.3594 -0.5447
H 2.0321 -0.5080 -1.8135
H 2.1787 -1.3668 1.0961
H 2.9133 -2.1519 -0.2890
H 0.9938 -3.2496 -0.8450
H 0.5317 -2.9131 0.7922
H -0.2235 -1.2996 -1.6550
H -0.6197 -0.8253 -0.0204
H -1.5678 -3.3668 -1.4543
H -1.7794 -3.0682 0.2442
H -3.5499 -1.6088 1.8764
H -2.6094 0.9789 0.8177
H 0.0662 1.9456 3.4862
H -1.3382 2.7995 2.8653
H -0.4649 1.6945 1.7963
H -1.6787 -1.1739 4.1301
H -1.1209 0.0975 5.2345
H -0.0795 -0.4279 3.9426
H -5.2684 -0.1110 1.8002
H -5.0314 1.4755 0.9572
H -3.8891 1.3773 -1.2615
H -5.6185 1.1229 -1.3340
H -4.5746 0.1226 -2.3091
C -7.0888 5.7160 -0.5558
C -5.8102 6.0591 -1.2860
O -4.6697 6.0266 -0.3914
C -4.1488 4.8562 -0.1342
O -4.5040 3.7904 -0.5566
C -2.9309 5.0242 0.7923
F -3.1955 5.8540 1.7946
F -1.8971 5.5125 0.1056
F -2.5525 3.8460 1.3212
H -7.2269 6.3746 0.3012
H -7.9407 5.8255 -1.2245
H -7.0703 4.6913 -0.1853
H -5.8452 7.0765 -1.6652
H -5.6325 5.3961 -2.1310
C 6.7175 -2.3638 -1.1454
C 5.9377 -3.5384 -0.6014
O 5.6884 -4.5302 -1.6165
C 6.6847 -5.3686 -1.8662
O 7.7549 -5.3854 -1.3410
C 6.2436 -6.3860 -2.9356
F 5.6134 -5.7809 -3.9475
F 5.4007 -7.2751 -2.3925
F 7.2893 -7.0383 -3.4202
H 6.2120 -1.9339 -2.0100
H 6.8162 -1.5973 -0.3802
H 7.7134 -2.6636 -1.4688
H 4.9540 -3.2155 -0.2660
H 6.4415 -3.9965 0.2490
*
```

The value obtained for the total energy is -63581.8105 eV.

Record 2
This record from the Open Molecules 2025 dataset describes C24H38GeN5OPPbSe as an isolated structure. The level of theory is ωB97M-V with the def2-TZVPD basis set.

```
! RIJCOSX wB97M-V def2-TZVPD def2/J DEFGRID3
* xyz 2 1
Pb -0.0365 0.6003 -0.5804
C 1.2820 0.2746 2.7058
N 0.0496 -0.0401 1.9722
C -1.1949 0.1442 2.7271
C -2.2517 0.7957 1.8866
N -2.1592 0.9440 0.5893
C -3.3440 1.5712 0.1794
C -3.7676 1.9743 -1.0844
C -5.0163 2.5532 -1.1776
C -5.8313 2.7311 -0.0463
C -5.4218 2.3333 1.2108
C -4.1623 1.7505 1.2910
N -3.4298 1.2448 2.3644
C 2.2511 0.9959 1.8195
N 2.0630 1.1693 0.5374
C 3.1767 1.8735 0.0647
C 3.5001 2.3065 -1.2189
C 4.6865 2.9944 -1.3729
C 5.5371 3.2458 -0.2830
C 5.2303 2.8120 0.9917
C 4.0330 2.1212 1.1343
N 3.4100 1.5411 2.2388
H 1.7587 -0.6303 3.0909
H 1.0558 0.9012 3.5685
H 0.0639 -1.0005 1.6292
H -1.0150 0.7482 3.6168
H -1.5786 -0.8175 3.0770
H -3.1512 1.8332 -1.9650
H -5.3840 2.8736 -2.1438
H -6.8045 3.1894 -0.1657
H -6.0514 2.4685 2.0813
H -3.7332 1.2173 3.3243
H 2.8553 2.1079 -2.0667
H 4.9766 3.3444 -2.3549
H 6.4602 3.7846 -0.4501
H 5.8930 2.9964 1.8274
H 3.7669 1.5296 3.1805
C -0.7268 7.1449 0.1578
Ge 0.3029 6.6140 -1.4166
C 1.9161 7.6671 -1.6530
C -0.8627 6.5969 -2.9748
C 0.8921 4.7074 -1.2233
Se -0.4746 3.5660 -0.4283
C 0.0006 3.8642 1.4314
H -1.2720 8.0631 -0.0670
H -0.0897 7.3392 1.0229
H -1.4626 6.3784 0.4070
H 1.6488 8.6981 -1.8904
H 2.5134 7.2709 -2.4753
H 2.5193 7.6678 -0.7444
H -1.3760 7.5538 -3.0793
H -1.6198 5.8166 -2.8630
H -0.2988 6.4101 -3.8908
H 1.8069 4.5735 -0.6459
H 1.0704 4.3064 -2.2224
H -0.0765 4.9289 1.6330
H 1.0167 3.5185 1.6093
H -0.7119 3.3243 2.0551
C -1.3420 -4.3152 1.2035
P -1.4882 -3.1648 -0.1630
C -3.2318 -2.8132 -0.3725
C -0.9570 -4.0477 -1.6243
O -0.6932 -1.8956 0.0741
H -1.8969 -5.2313 0.9956
H -1.7344 -3.8631 2.1152
H -0.2893 -4.5620 1.3469
H -3.8026 -3.7279 -0.5381
H -3.3616 -2.1490 -1.2288
H -3.6064 -2.3136 0.5227
H -1.5085 -4.9851 -1.7145
H 0.1088 -4.2644 -1.5429
H -1.1329 -3.4422 -2.5140
*
```

The value obtained for the total energy is -171392.9608 eV.

Record 3
This record from the Open Molecules 2025 dataset describes C24H38N2O5Re as an isolated structure. The level of theory is ωB97M-V with the def2-TZVPD basis set.

```
! RIJCOSX wB97M-V def2-TZVPD def2/J DEFGRID3
* xyz 2 4
Re -0.4780 -0.0061 -0.5515
C 0.3756 -1.4512 1.0252
C 1.2404 -0.3187 1.0791
C 0.3697 0.8419 1.3378
C -0.9365 0.3034 1.6082
C -0.9581 -1.1015 1.4354
C -2.1164 -2.0369 1.7674
C -1.5257 -3.2927 2.4225
C -3.0346 -1.3221 2.7664
C -2.9431 -2.4486 0.5466
C 0.6134 2.3335 1.6158
C 1.0015 2.4941 3.0975
C -0.6982 3.1188 1.4305
C 1.6453 2.9714 0.6856
C 2.7763 -0.4859 1.0608
C 3.4793 -0.0787 -0.2373
C 3.3997 0.2652 2.2429
C 3.0970 -1.9757 1.2911
H 0.7033 -2.4586 0.8294
H -1.7974 0.9020 1.8527
H -0.9154 -3.0451 3.2923
H -0.9178 -3.8711 1.7241
H -2.3353 -3.9391 2.7595
H -2.4851 -0.9687 3.6398
H -3.7986 -2.0169 3.1134
H -3.5518 -0.4773 2.3084
H -2.3431 -3.0319 -0.1521
H -3.3683 -1.5815 0.0362
H -3.7696 -3.0771 0.8765
H 0.2802 1.9864 3.7402
H 0.9729 3.5541 3.3509
H 1.9925 2.1225 3.3355
H -1.4311 2.8972 2.2058
H -1.1628 2.9459 0.4570
H -0.4741 4.1821 1.5075
H 2.5599 2.3994 0.5785
H 1.9130 3.9586 1.0621
H 1.2114 3.1262 -0.3050
H 3.3126 0.9617 -0.5115
H 3.1820 -0.7171 -1.0653
H 4.5523 -0.2136 -0.0993
H 3.3426 1.3442 2.1460
H 4.4564 0.0026 2.2895
H 2.9476 -0.0287 3.1909
H 2.8238 -2.5974 0.4361
H 2.6107 -2.3678 2.1848
H 4.1719 -2.0845 1.4279
O -2.2197 -2.8376 -3.3376
C -1.8141 -1.6767 -2.9208
O -1.2154 -1.5583 -1.8438
C -2.1374 -0.5693 -3.8934
O -1.5752 0.6555 -3.5328
C -2.4935 1.6585 -3.1283
C -3.0208 1.4831 -1.7043
O -4.1047 1.8317 -1.3607
O -2.1563 0.9176 -0.8157
H -2.0291 -3.5389 -2.6904
H -3.2281 -0.5399 -4.0007
H -1.7376 -0.8876 -4.8606
H -3.3481 1.7129 -3.8052
H -1.9615 2.6086 -3.1885
N 1.9938 1.3196 -3.7779
C 2.1164 -0.0329 -3.9701
C 1.4273 -0.6136 -2.9579
N 0.8979 0.3762 -2.1458
C 1.2521 1.5308 -2.6892
H 2.3917 2.0422 -4.3596
H 2.6866 -0.4497 -4.7813
H 1.3037 -1.6595 -2.7366
H 0.9816 2.5105 -2.3350
*
```

The value obtained for the total energy is -40838.2465 eV. As for the expectation value of S²: 3.78. The calculation puts the relative energy (zero: lowest compared OMol25 entry of this formula, charge and spin) at 11.5 kcal per mole.

Record 4
This record from the Open Molecules 2025 dataset describes C24H38NO2P3Ru as an isolated structure. The level of theory is ωB97M-V with the def2-TZVPD basis set.

```
! RIJCOSX wB97M-V def2-TZVPD def2/J DEFGRID3
* xyz 4 5
P 2.9040 -0.9320 -0.3130
C 3.6035 -1.0357 1.3671
H 4.6646 -1.3042 1.3115
H 3.0398 -1.7747 1.9455
H 3.4773 -0.0552 1.8461
C 3.3762 -2.4804 -1.1557
H 3.4155 -2.3217 -2.2406
H 2.5967 -3.2258 -0.9428
H 4.3431 -2.8252 -0.7738
C 4.0321 0.3058 -1.0559
H 5.0227 -0.1314 -1.2146
H 4.1053 1.1676 -0.3815
H 3.6358 0.6712 -2.0089
P -0.9945 2.9992 -1.3892
C -1.0593 3.6479 0.3068
H -1.4437 4.6773 0.2867
H -0.0487 3.6292 0.7371
H -1.7215 3.0030 0.8984
C 0.0927 4.1707 -2.2888
H -0.0364 4.0466 -3.3741
H 1.1352 3.9336 -2.0180
H -0.1437 5.2013 -1.9842
C -2.6881 3.1956 -2.0424
H -2.8708 4.2502 -2.2964
H -3.3843 2.8656 -1.2565
H -2.8150 2.5609 -2.9319
P -2.2488 -2.0380 -0.1787
C -2.8818 -2.3624 1.4616
H -3.5171 -3.2591 1.4276
H -3.4817 -1.5144 1.8120
H -2.0667 -2.5395 2.1717
C -3.5803 -2.0547 -1.3809
H -4.3427 -2.7717 -1.0426
H -3.2206 -2.3502 -2.3738
H -4.0292 -1.0513 -1.4374
C -0.9056 -3.1551 -0.5482
H -1.2721 -4.1939 -0.5456
H -0.1480 -3.0148 0.2418
H -0.4541 -2.9290 -1.5240
Ru -0.2212 0.4209 -1.9799
C 0.8559 0.9900 -0.5420
O 1.3853 1.4591 0.4029
C -1.5407 -0.2859 -0.3526
O -1.9136 0.5199 0.4865
C -1.4127 0.1427 -3.7615
C -0.8665 -1.0884 -3.3852
C 0.5130 -1.2143 -3.1816
C 1.3389 -0.0884 -3.2802
C 0.7983 1.1528 -3.6429
C -0.5767 1.2588 -3.9119
H -2.4813 0.2515 -3.8939
H -1.5094 -1.9416 -3.2769
H 0.9419 -2.1696 -2.9233
H 2.3989 -0.1921 -3.1174
H 1.4332 2.0323 -3.7129
H -1.0103 2.2171 -4.1863
N 0.3827 -1.5620 1.7228
C 0.2829 -1.1082 2.7994
C 0.2001 -0.6296 4.1422
C -1.0354 -0.2216 4.6743
C -1.1203 0.1560 6.0184
C 0.0281 0.1566 6.8203
C 1.2652 -0.2186 6.2811
C 1.3527 -0.6069 4.9427
H -1.9183 -0.2126 4.0306
H -2.0874 0.4480 6.4374
H -0.0419 0.4504 7.8694
H 2.1622 -0.2148 6.9001
H 2.3069 -0.9069 4.5060
*
```

The value obtained for the total energy is -61493.3409 eV. As for the expectation value of S²: 6.04. The calculation puts the relative energy (zero: lowest compared OMol25 entry of this formula, charge and spin) at 0.0 kcal per mole.

Record 5
This record from the Open Molecules 2025 dataset describes a 8-piece molecular cluster, C24H38O24 overall. The level of theory is ωB97M-V with the def2-TZVPD basis set.

```
! RIJCOSX wB97M-V def2-TZVPD def2/J DEFGRID3
* xyz 0 1
C 1.9245 14.5567 -11.1796
O 2.4386 14.0030 -9.9404
C 2.3561 12.6979 -9.7911
O 2.2880 11.8367 -10.6691
O 2.3137 12.3928 -8.4980
C 2.1454 11.0064 -8.0592
H 2.4103 14.1143 -12.0493
H 2.3413 15.5624 -11.2331
H 0.8389 14.6070 -11.2641
H 3.0252 10.4237 -8.3322
H 1.4263 10.4558 -8.6656
H 1.9081 10.9409 -6.9974
C 1.7948 4.9290 -13.9106
O 2.0682 6.2886 -14.2657
C 1.3955 6.9668 -15.2311
O 0.6579 6.5241 -16.0958
O 1.7237 8.2483 -15.2552
C 2.7845 8.7274 -14.3569
H 0.8044 4.6683 -13.5372
H 2.4918 4.6465 -13.1216
H 1.7898 4.4098 -14.8689
H 2.8941 9.8117 -14.3357
H 3.7409 8.3312 -14.6981
H 2.8548 8.5082 -13.2915
C 0.5306 12.5979 -14.5023
O -0.8349 12.8476 -14.4637
C -1.4638 12.6623 -13.2012
O -0.9236 12.2964 -12.1540
O -2.7050 13.1516 -13.2546
C -3.3780 13.4805 -12.0415
H 0.8643 11.6940 -13.9926
H 1.0522 13.4450 -14.0568
H 0.8150 12.5258 -15.5520
H -3.3708 12.6172 -11.3762
H -4.3741 13.7184 -12.4146
H -2.9313 14.2980 -11.4755
O -1.7829 15.3817 -8.1664
C -1.9162 14.1473 -8.0871
O -1.1195 13.2015 -8.6712
C -1.4617 11.8834 -8.3507
C -2.7595 12.1102 -7.4449
O -2.9040 13.5468 -7.4232
H -1.9310 11.5359 -9.2711
H -0.6541 11.3238 -7.8787
H -2.5215 11.8674 -6.4094
H -3.7052 11.7315 -7.8327
O -3.6487 16.7127 -11.6422
C -3.1620 17.0035 -12.7558
O -3.9543 17.6051 -13.7951
C -3.1345 17.9085 -14.8655
C -1.8186 17.1107 -14.5317
O -1.9821 16.6139 -13.1892
H -3.4947 17.5664 -15.8357
H -2.8688 18.9656 -14.8563
H -0.9851 17.8120 -14.4914
H -1.5634 16.3856 -15.3044
O -5.6512 14.9284 -15.1669
C -4.9183 14.4693 -15.9821
O -3.5678 14.3268 -15.8305
C -2.9700 13.6527 -16.9399
C -4.1296 13.3188 -17.8417
O -5.2129 14.0398 -17.2269
H -2.1846 14.2554 -17.3959
H -2.4416 12.7265 -16.7138
H -4.2614 12.2491 -17.6793
H -3.8598 13.5574 -18.8704
O -4.5784 9.2044 -11.1899
C -5.5573 9.9168 -10.9927
O -5.5880 11.2395 -10.6163
C -6.8602 11.6895 -10.2897
C -7.7415 10.5992 -10.8268
O -6.7872 9.5274 -11.0056
H -6.8743 11.9475 -9.2308
H -7.1672 12.5164 -10.9301
H -8.0579 10.8200 -11.8462
H -8.5760 10.2760 -10.2045
O 0.5493 7.3193 -9.0706
C 0.0650 7.8406 -10.0458
O 0.4858 7.6526 -11.2527
C -0.4244 8.2054 -12.1805
C -1.4664 8.8925 -11.2275
O -0.9054 8.7157 -9.9812
H -0.0417 8.9753 -12.8505
H -0.7548 7.3343 -12.7464
H -2.4396 8.4050 -11.2844
H -1.6756 9.9265 -11.5018
*
```

The value obtained for the total energy is -74640.8127 eV. The calculation puts the relative energy (zero: lowest compared OMol25 entry of this formula, charge and spin) at 101.9 kcal per mole. The SMILES is COC(=O)OC.COC(=O)OC.COC(=O)OC.O=C1OCCO1.O=C1OCCO1.O=C1OCCO1.O=C1OCCO1.O=C1OCCO1.

Record 6
This record from the Open Molecules 2025 dataset describes C24H39CrN2O7Si as an isolated structure. The level of theory is ωB97M-V with the def2-TZVPD basis set.

```
! RIJCOSX wB97M-V def2-TZVPD def2/J DEFGRID3
* xyz 0 4
Cr -0.1247 0.3562 -1.4830
O -0.3082 5.9875 -3.5452
C -0.2231 4.7251 -3.0750
C 1.0017 4.1371 -2.7432
C 0.9781 2.8473 -2.2630
N -0.1711 2.2081 -2.1069
C -1.3407 2.7236 -2.4687
C -1.4191 4.0077 -2.9551
C -2.4771 1.7093 -2.3193
O -3.6162 2.0302 -2.5789
O -2.0531 0.5497 -1.9112
C 2.1753 1.9696 -1.9020
O 3.2980 2.4229 -1.9593
O 1.8232 0.7634 -1.5753
H 0.5699 6.3850 -3.5914
H 1.9491 4.6470 -2.8591
H -2.3688 4.4311 -3.2443
C -0.7226 2.3823 3.1811
C -0.8749 2.1829 1.6638
C -0.1315 3.3514 0.9868
C -2.3581 2.3774 1.3204
Si -0.2377 0.4451 1.0437
C -1.4831 -0.9521 1.6480
C -1.9824 -0.7721 3.0894
C -0.8558 -2.3540 1.5954
C -2.7165 -1.0055 0.7332
C 1.5249 0.0608 1.8023
C 1.4781 -0.3260 3.2884
C 2.2149 -1.0916 1.0512
C 2.4762 1.2613 1.6928
H -1.2304 3.3104 3.4655
H 0.3197 2.4882 3.4767
H -1.1591 1.5788 3.7711
H -0.2634 4.2543 1.5916
H -0.5507 3.5706 0.0087
H 0.9376 3.1942 0.8688
H -2.6474 3.4086 1.5506
H -3.0158 1.7259 1.8920
H -2.5658 2.2082 0.2631
H -1.1718 -0.7375 3.8165
H -2.6208 -1.6243 3.3511
H -2.5852 0.1240 3.2149
H -0.1495 -2.5342 2.4048
H -0.3250 -2.5209 0.6620
H -1.6528 -3.1022 1.6906
H -3.2393 -0.0564 0.6581
H -3.4223 -1.7432 1.1340
H -2.4618 -1.2940 -0.2852
H 0.9111 -1.2359 3.4757
H 1.0612 0.4607 3.9147
H 2.5013 -0.5086 3.6367
H 1.6952 -2.0407 1.1778
H 3.2241 -1.2210 1.4593
H 2.3175 -0.8771 -0.0113
H 2.1419 2.1134 2.2808
H 2.6310 1.5802 0.6651
H 3.4555 0.9667 2.0854
O 0.4412 -1.3366 -3.6142
C 0.2554 -2.0481 -2.6487
O -0.0833 -1.6795 -1.4631
C 0.5337 -3.5518 -2.7129
N -0.2909 -4.2031 -1.6263
C 0.5212 -5.2821 -0.9532
C 1.8569 -5.2858 -1.6958
C 1.9620 -3.8829 -2.2874
H 0.2669 -3.9793 -3.6775
H -1.1891 -4.5356 -1.9705
H -0.4831 -3.3967 -0.9848
H -0.0198 -6.2219 -1.0256
H 0.6139 -5.0072 0.0953
H 1.8462 -6.0369 -2.4863
H 2.6793 -5.5165 -1.0229
H 2.6449 -3.8204 -3.1302
H 2.2847 -3.1649 -1.5306
*
```

The value obtained for the total energy is -79136.4173 eV. As for the expectation value of S²: 3.93. The calculation puts the relative energy (zero: lowest compared OMol25 entry of this formula, charge and spin) at 1.4 kcal per mole.